Entry 1:
Density functional theory data (ωB97M-V/def2-TZVPD) for a cluster of 4 separate species, C12H33NO7 in total at a distorted geometry.

Strongest force on any atom: 0.285 hartree/bohr
Highest occupied orbital energy: -6.313 eV
Frontier orbital gap: 6.8 eV
Lowest unoccupied orbital energy: 0.53 eV

Atoms and positions in Å:
N: 0.01653 -0.73468 0.43483
H: 0.29353 0.13632 0.20083
H: 0.45753 -1.16168 1.09983
H: 0.24753 -1.43468 -0.13117
H: -0.93847 -0.73768 0.67383
O: -0.27747 -3.33768 1.84383
H: -0.86847 -3.72568 2.55983
C: -3.66547 -2.27168 0.40283
O: -3.20747 -1.68268 -0.87617
C: -2.27647 -2.61868 -1.57317
C: -1.60647 -1.91968 -2.78917
O: -0.80147 -1.10468 -2.49817
C: -0.24547 -0.29168 -3.51217
C: 1.09353 0.09932 -3.06017
O: 1.26853 1.09332 -2.01617
C: 2.56053 1.36332 -1.48317
H: -4.43447 -2.99068 0.29883
H: -3.67147 -1.39568 1.14983
H: -2.92247 -2.95068 0.90183
H: -2.91847 -3.36868 -1.81617
H: -1.61247 -3.10668 -0.90117
H: -2.39647 -1.48968 -3.36317
H: -1.12647 -2.77468 -3.34917
H: -1.03647 0.60632 -3.62517
H: -0.34047 -0.59368 -4.56617
H: 1.55753 0.81432 -3.91917
H: 1.88253 -0.57468 -2.84017
H: 3.21253 1.65432 -2.36617
H: 3.23853 0.56032 -1.07217
H: 2.67853 2.11332 -0.85917
C: -2.67047 1.64732 -0.22817
O: -1.93147 1.67332 0.94183
C: -1.05847 2.82232 0.91083
C: -0.05047 2.80332 2.15983
O: 0.69853 1.85932 2.10283
C: 1.67853 1.72632 3.16983
C: 2.51953 0.32932 2.97583
O: 2.85053 0.24432 1.65483
C: 3.76853 -0.71468 1.21883
H: -3.53347 1.06032 -0.14617
H: -1.92647 1.43932 -1.04417
H: -3.26047 2.68332 -0.40117
H: -1.74347 3.65732 0.82383
H: -0.68247 2.61832 -0.09817
H: -0.65047 2.74732 3.11183
H: 0.52553 3.66832 2.13783
H: 1.15753 1.90032 3.98483
H: 2.45953 2.50532 3.15983
H: 2.10853 -0.53668 3.59483
H: 3.53853 0.57932 3.40283
H: 3.80553 -0.83268 0.13383
H: 3.51653 -1.63068 1.66083
H: 4.71953 -0.42468 1.82383

Entry 2:
Density functional theory data (ωB97M-V/def2-TZVPD) for a structure of composition C33H35ClI2NNiOTe at a distorted geometry.

Strongest force on any atom: 0.080 hartree/bohr
Highest occupied orbital energy (alpha / beta): -7.083 / -6.929 eV
Frontier orbital gap (alpha / beta): 6.1 / 5.5 eV
Lowest unoccupied orbital energy (alpha / beta): -0.98 / -1.45 eV
Spin multiplicity: 4

Atoms and positions in Å:
Ni: 3.09834 -1.53886 -0.40298
I: -0.07859 -5.18769 -1.61678
C: 2.01336 -5.18852 -1.95362
I: 3.19425 -3.90372 -0.49362
H: 2.18533 -4.66097 -2.86772
H: 2.40329 -6.20678 -1.84449
Cl: 2.92348 2.20086 0.25276
C: 3.29343 1.46732 1.83422
C: 2.93818 2.16519 2.94604
C: 3.01314 1.41115 4.14129
C: 3.73094 0.23080 4.21835
C: 4.24357 -0.35883 3.04040
C: 3.96289 0.22632 1.79814
C: 4.42614 -0.42012 0.65188
H: 2.66090 3.19479 2.92289
H: 2.57758 1.88721 5.04018
H: 3.85623 -0.23433 5.22479
H: 5.01575 -1.15438 3.11414
H: 5.31861 -1.02865 0.82067
H: 4.31488 0.08794 -0.35971
C: -2.36468 6.26189 2.68668
C: -1.95036 5.12926 1.91052
C: -2.34954 3.83846 2.36930
C: -1.84441 2.69603 1.82893
C: -2.12618 1.45617 2.59313
C: -1.16422 2.74219 0.62227
Te: -0.33666 0.84534 -0.21717
N: 1.58825 -0.65119 -0.85921
C: 0.86744 -0.99581 -1.96196
O: -0.38091 -0.61473 -2.08156
C: 1.43831 -1.69045 -3.14981
C: 0.56068 -2.09576 -4.20569
C: 1.11387 -2.60955 -5.32060
C: 2.48447 -2.58447 -5.52532
C: 3.35828 -2.08467 -4.57654
C: 2.82627 -1.54658 -3.41836
C: -1.88515 -0.62186 0.10916
C: -3.07182 -0.67902 -0.72343
C: -3.19697 0.36548 -1.84394
C: -3.90222 -1.78395 -0.61031
C: -3.72037 -2.84908 0.30929
C: -4.65427 -4.02694 0.38608
C: -2.69444 -2.68995 1.19842
C: -1.66332 -1.67668 1.01643
C: -0.33391 -1.94838 1.67251
C: -0.95462 3.99246 -0.01773
C: -0.33214 4.01419 -1.41584
C: -1.23366 5.16219 0.67095
H: -1.49344 6.57266 3.28457
H: -3.12285 5.96105 3.44649
H: -2.83682 7.06727 2.07997
H: -2.96763 3.75875 3.25390
H: -2.32653 1.64930 3.67401
H: -1.21665 0.91139 2.56458
H: -2.79193 0.72702 2.09246
H: -0.54327 -2.10803 -4.08527
H: 0.44823 -2.98379 -6.06073
H: 2.86236 -2.89295 -6.49548
H: 4.36094 -1.89707 -4.80742
H: 3.42528 -1.10556 -2.66099
H: -3.39997 1.35995 -1.43868
H: -3.95070 0.21237 -2.60940
H: -2.21884 0.43669 -2.38418
H: -4.81334 -1.76205 -1.23565
H: -5.48380 -3.76003 1.09560
H: -4.10723 -4.91378 0.64786
H: -5.05418 -4.03999 -0.62547
H: -2.48173 -3.59292 1.82524
H: -0.53103 -2.67929 2.43243
H: 0.07356 -1.08178 2.19448
H: 0.41468 -2.35604 1.00455
H: 0.61674 3.50506 -1.43532
H: -0.16399 5.02505 -1.74127
H: -0.95889 3.53676 -2.17675
H: -0.90840 6.10664 0.24750

Entry 3:
Density functional theory data (ωB97M-V/def2-TZVPD) for a cluster of 5 separate species, C7H25NO4 in total.

Strongest force on any atom: 0.009 hartree/bohr
Highest occupied orbital energy: -9.499 eV
Structure (SMILES): CCCCNC(C)C.O.O.O.O
Frontier orbital gap: 9.8 eV
Lowest unoccupied orbital energy: 0.31 eV

Atoms and positions in Å:
C: -1.07025 0.50935 0.35560
N: -1.27224 -0.93955 0.45943
C: -0.33415 -1.64827 1.35794
C: -1.10300 -2.50224 2.35290
C: 0.62113 -2.51707 0.54355
C: 0.20764 0.89456 -0.39639
C: -0.93625 0.99132 -2.69187
C: 0.22587 0.46148 -1.86154
H: -1.93458 0.91333 -0.17495
H: -1.04599 0.99093 1.34406
H: -2.21120 -1.11827 0.79350
H: 0.25796 -0.91897 1.92047
H: -1.63795 -3.30914 1.84293
H: -1.82019 -1.92954 2.94127
H: -0.40209 -2.99566 3.02858
H: 0.06391 -3.14353 -0.15440
H: 1.20536 -3.17271 1.19260
H: 1.30320 -1.92177 -0.06577
H: 0.32833 1.97700 -0.32890
H: 1.05748 0.45476 0.12832
H: -1.08516 2.05924 -2.52241
H: -1.87381 0.50309 -2.42776
H: -0.77450 0.85437 -3.75939
H: 1.18147 0.75230 -2.31004
H: 0.24600 -0.62979 -1.91787
H: -1.49488 -1.70287 -1.40189
H: -2.09850 -3.05365 -1.84163
O: -1.70062 -2.24814 -2.18903
H: 3.82231 -0.09456 0.03224
H: 4.21250 1.38509 0.18002
O: 3.76562 0.65654 0.62892
H: -0.57026 3.57285 -1.60716
H: -0.49165 4.17941 -0.19584
O: -0.75116 4.36569 -1.09911
H: 1.11259 0.78672 2.43552
H: 2.50322 1.35345 2.16578
O: 1.69113 1.51597 2.66379

Short version: ΔE to the lowest compared entry with this formula, charge and spin = 216.6, 32.5, 9.1 kcal per mole, in the order given.
Short version: calculated total energy = -28788.158, -115379.879, -17344.918 eV, in the order given.